DFT (the ωB97M-V functional and the def2-TZVPD basis) results for 2 unconnected molecules or ions with the total composition C2H9N2S2.

XYZ file:
```
15
Properties=species:S:1:pos:R:3:lowdin_charge:R:1
C -1.130 2.040 -1.760 -0.333
S -0.519 0.834 -0.414 0.364
S -1.366 0.323 1.443 0.368
H -0.670 2.977 -1.423 0.025
H -0.779 1.876 -2.787 0.049
H -2.227 2.049 -1.795 0.042
H -2.378 -0.479 0.989 -0.162
N 2.600 -0.645 -0.180 0.181
C 1.888 -1.705 0.151 -0.198
N 0.666 -1.976 -0.207 0.139
H 2.430 0.018 -0.921 0.125
H 3.582 -0.704 0.039 0.132
H 2.499 -2.491 0.603 0.166
H 0.070 -1.104 -0.435 -0.032
H 0.170 -2.683 0.321 0.134
```

Its energy above the lowest of the compared OMol25 structures with the same formula, charge and spin is 1.1599 eV. For the gap between HOMO and LUMO, the calculation gives 9.15 eV. The charge is +1.

DFT (the ωB97M-V functional and the def2-TZVPD basis) results for C5H10O in the gas phase.

XYZ file:
```
16
Properties=species:S:1:pos:R:3:lowdin_charge:R:1
C -1.200 1.027 1.223 -0.106
C -0.774 -0.275 0.551 -0.239
C 1.082 -1.650 -0.290 -0.249
O 1.281 -2.177 -1.358 0.060
C 0.624 -0.222 -0.094 -0.362
C 0.666 0.568 -1.398 -0.066
H -0.529 1.271 2.055 0.076
H -2.214 0.940 1.627 0.072
H -1.191 1.868 0.523 0.069
H -0.800 -1.081 1.299 0.108
H -1.498 -0.555 -0.226 0.119
H 1.206 -2.225 0.656 0.127
H 1.316 0.222 0.641 0.145
H -0.101 0.206 -2.091 0.087
H 1.633 0.449 -1.895 0.082
H 0.497 1.635 -1.223 0.075
```

Its energy above the lowest of the compared OMol25 structures with the same formula, charge and spin is 0.3197 eV. The SMILES is CC[C@H](C)C=O. For the gap between HOMO and LUMO, the calculation gives 10.79 eV.

DFT (the ωB97M-V functional and the def2-TZVPD basis) results for a molecular structure, C21H37MnN9O2.

XYZ file:
```
70
Properties=species:S:1:pos:R:3:mulliken_spin:R:1
Mn 0.715 -0.225 0.011 4.768
C -0.392 -2.946 3.867 0.002
C 0.000 -2.989 2.389 0.040
C 1.393 -3.574 2.197 0.006
C -1.024 -3.788 1.587 0.000
N -0.046 -1.619 1.796 -0.058
N 0.772 -0.603 2.413 0.037
H -0.496 -3.958 4.254 0.000
H -1.352 -2.439 3.995 0.000
H 0.361 -2.442 4.477 -0.001
H 1.397 -4.619 2.505 0.000
H 2.148 -3.065 2.802 0.000
H 1.686 -3.532 1.145 -0.002
H -1.012 -4.831 1.899 0.000
H -0.792 -3.740 0.521 0.002
H -2.033 -3.397 1.740 0.000
H -1.008 -1.298 1.890 0.011
H 1.700 -0.996 2.514 0.002
H 0.456 -0.352 3.348 0.009
N 4.597 0.572 1.356 0.003
C 3.949 0.612 0.180 0.016
N 4.580 1.185 -0.859 0.003
O 2.801 0.135 0.050 0.047
H 5.539 0.901 1.473 0.000
H 4.139 0.160 2.148 0.000
H 5.540 1.480 -0.808 0.000
H 4.159 1.107 -1.768 -0.001
C 0.087 5.436 -1.649 0.000
N 0.686 4.183 -1.207 0.004
C 2.133 4.095 -1.354 0.000
C 0.016 3.208 -0.590 0.016
O 0.602 2.269 0.008 0.010
N -1.377 3.263 -0.663 0.003
C -2.055 3.444 -1.954 -0.001
C -2.158 2.717 0.410 0.007
H 0.755 6.253 -1.379 0.000
H -0.868 5.599 -1.160 0.000
H -0.051 5.456 -2.732 0.000
H 2.613 4.892 -0.786 0.000
H 2.403 4.197 -2.406 0.000
H 2.477 3.138 -0.977 -0.001
H -1.330 3.464 -2.764 0.000
H -2.637 4.366 -1.975 0.000
H -2.734 2.608 -2.128 0.000
H -0.764 1.540 1.186 0.002
H -3.198 2.638 0.107 -0.001
H -2.085 3.327 1.313 0.000
C -3.450 -0.181 1.548 -0.010
C -2.523 0.740 1.865 0.035
N -1.684 1.324 0.815 -0.034
C -1.470 0.401 -0.349 0.081
C -2.564 -0.455 -0.666 -0.006
C -3.545 -0.744 0.243 0.034
C -2.657 -0.971 -2.038 -0.017
C -1.761 -1.583 -2.817 0.020
C -0.443 -2.182 -2.552 0.006
C -0.185 -3.372 -3.241 -0.002
C 1.001 -4.036 -3.006 0.003
N 1.919 -3.539 -2.176 0.000
C 1.629 -2.398 -1.603 0.003
N 0.494 -1.683 -1.724 0.048
H -4.127 -0.509 2.327 0.000
H -2.439 1.225 2.826 0.001
H -1.101 0.953 -1.206 -0.070
H -4.351 -1.417 -0.010 0.001
H -3.638 -0.825 -2.481 -0.001
H -2.126 -1.858 -3.800 0.000
H -0.916 -3.768 -3.931 0.000
H 1.239 -4.980 -3.481 0.000
H 2.403 -1.978 -0.964 -0.014
```

For the gap between HOMO and LUMO (alpha / beta), the calculation gives 7.21 / 7.38 eV. The spin multiplicity is 6. The charge is +2.

no.,M (Da),largest force on an atom (hartree/bohr),E (eV)
1,125.24,0.043,-26863.58891
2,86.13,0.010,-7394.44559
3,502.53,0.018,-71190.82490